# 1
A molecular structure, C56H140F8Li2N4O44S8, computed with ωB97M-V/def2-TZVPD.

Geometry as XYZ:
```
262
Properties=species:S:1:pos:R:3:mulliken_charge:R:1
Li -1.15213 -3.15764 2.24029 1.44
Li -2.65687 -1.43604 1.65848 1.75
N -0.86020 -1.45199 1.23395 0.86
S 0.06523 -0.08862 1.78668 -1.03
O -0.09437 1.22879 1.10453 0.41
O 1.46929 -0.32198 2.17506 -0.05
F -0.65222 0.12596 3.24289 -0.40
S -0.10651 -1.40842 -0.12848 -1.04
O 1.32945 -1.60922 -0.21935 -0.38
O -0.69170 -0.48377 -1.13972 0.43
F -0.69222 -2.77566 -0.81869 -0.27
N 1.40314 2.81172 -5.93242 0.65
S 0.71509 4.12530 -5.15073 0.56
O -0.50554 4.70533 -5.58309 -0.66
O 1.66865 4.90473 -4.36128 -0.65
F 0.07510 3.13538 -4.02467 -0.13
S 1.56552 3.72150 -7.17758 0.81
O 2.57235 4.84524 -7.24417 -0.70
O 0.37710 3.81576 -8.03391 -0.66
F 2.37043 2.57334 -7.92212 -0.25
N -2.98795 -3.15554 2.60987 -0.46
S -3.44680 -3.16248 4.24529 0.69
O -3.21417 -4.34688 5.05247 -0.60
O -4.56619 -2.30102 4.53482 -0.56
F -2.19336 -2.21601 4.61676 -0.05
S -3.84707 -4.37190 2.31821 0.61
O -5.31845 -4.29893 2.24499 -0.69
O -3.20350 -5.64446 2.72357 -0.56
F -3.49521 -4.18369 0.73516 -0.28
N 2.24547 -0.06708 -5.48320 0.39
S 2.10788 -1.23494 -4.16296 0.55
O 3.43907 -1.77052 -3.73189 -0.53
O 0.87359 -1.94837 -4.00079 -0.29
F 1.85534 -0.10053 -3.08103 -0.23
S 2.84893 -1.14680 -6.34950 0.62
O 2.09604 -2.35965 -6.65135 -0.47
O 4.28085 -1.19122 -6.36763 -0.70
F 2.70708 -0.31769 -7.73602 -0.34
C 6.44751 3.11780 6.23084 -0.53
O 6.17358 2.51205 4.93508 -0.43
C 5.10169 3.19643 4.28238 -0.72
C 3.69235 2.49560 4.44172 0.00
O 2.55767 3.10722 3.86392 0.08
C 2.52647 3.28714 2.45550 -0.80
H 6.87804 4.10199 6.04614 0.31
H 7.21105 2.54252 6.75446 0.30
H 5.57660 3.16509 6.88457 0.12
H 5.32341 3.44507 3.24454 0.44
H 5.06929 4.23973 4.59635 0.31
H 3.42771 2.25952 5.47241 0.04
H 3.73302 1.51780 3.96176 0.22
H 2.76775 2.38255 1.89729 0.16
H 3.28294 4.00619 2.14113 0.43
H 1.52278 3.40988 2.04852 0.14
C 0.07321 5.68018 4.26033 -0.29
O -0.60488 6.84853 4.67667 -0.33
C -0.30201 7.33175 5.91685 -0.27
C -1.17882 8.56846 6.25743 -0.89
O -2.52814 8.12763 6.15322 -0.17
C -3.38626 9.23048 5.93970 -0.94
H 1.15774 5.78894 4.26864 0.41
H -0.08061 5.35873 3.23023 -0.04
H -0.17238 4.87040 4.94739 0.12
H 0.74004 7.65049 5.94205 0.41
H -0.39428 6.58791 6.70824 0.21
H -0.90541 9.43490 5.65524 0.43
H -0.99178 8.95972 7.25745 0.38
H -3.41874 9.65899 4.93799 0.35
H -3.28253 9.95447 6.74791 0.39
H -4.40136 8.87572 6.11813 0.23
C 1.02443 -2.39708 4.63582 -0.67
O 0.47346 -3.17453 3.47695 -0.25
C 1.15658 -4.39179 3.38778 -0.54
C 0.36575 -5.43276 2.54445 -1.00
O -0.11215 -4.67970 1.45200 0.77
C -0.74374 -5.52954 0.50826 -1.73
H 0.43113 -1.48816 4.73562 -0.19
H 2.05794 -2.12265 4.42452 0.35
H 0.92423 -2.93367 5.57929 0.47
H 1.24380 -4.90623 4.34478 0.48
H 2.17611 -4.21297 3.04619 0.33
H -0.42368 -5.95357 3.08635 0.32
H 1.08246 -6.19917 2.24943 0.49
H -1.18710 -4.94757 -0.29973 0.15
H -1.55995 -6.10030 0.95111 0.50
H -0.00985 -6.22716 0.10474 0.29
C -0.71640 0.74421 6.94511 -0.77
O -0.02002 1.69797 7.70553 -0.52
C 1.16734 2.15835 7.15810 0.41
C 1.89974 3.01971 8.22281 -0.73
O 3.13151 3.61803 7.78907 -0.34
C 3.01107 4.70601 6.81702 -0.40
H -0.79583 1.11884 5.92461 0.36
H -1.70726 0.74832 7.39929 0.24
H -0.32754 -0.27278 6.99638 0.43
H 1.01524 2.79184 6.28422 -0.03
H 1.76879 1.28744 6.89760 0.28
H 2.12415 2.48675 9.14676 0.23
H 1.16824 3.78667 8.47733 0.34
H 2.56657 5.56949 7.31195 0.37
H 2.44770 4.48148 5.91132 0.03
H 4.06574 4.87178 6.59730 0.17
C 9.39347 -5.78963 2.16580 -0.78
O 8.33740 -4.80053 1.97115 -0.30
C 6.99369 -5.26545 1.57489 -0.81
C 6.05889 -4.10116 1.17656 0.31
O 6.04939 -3.11794 2.20182 -0.41
C 5.08935 -2.15575 1.92341 -0.39
H 10.21392 -5.24121 2.62860 0.26
H 9.72018 -6.36080 1.29680 0.28
H 9.10050 -6.50149 2.93750 0.31
H 6.54168 -5.80846 2.40489 0.36
H 7.03324 -6.02420 0.79332 0.43
H 5.07956 -4.51289 0.93262 -0.14
H 6.50571 -3.62067 0.30617 0.29
H 5.16058 -1.61937 0.97720 0.35
H 5.15926 -1.25702 2.53620 0.30
H 4.10100 -2.59143 2.06981 -0.07
C -2.56698 4.38867 1.83343 -0.05
O -2.53259 4.79817 0.50231 -0.50
C -1.32214 4.45931 -0.08656 0.11
C -1.03495 5.08763 -1.47033 0.15
O -1.00554 6.50399 -1.45227 -0.46
C -0.64025 6.97347 -2.69678 -0.67
H -3.50972 3.87966 2.03409 -0.05
H -2.62577 5.19748 2.56176 0.20
H -1.78147 3.69394 2.13077 0.26
H -1.33842 3.37257 -0.16916 0.14
H -0.53532 4.72686 0.61873 0.12
H -1.67947 4.67356 -2.24573 0.08
H -0.04778 4.69220 -1.70955 -0.14
H -0.66960 8.06305 -2.70501 0.31
H -1.23721 6.66836 -3.55622 0.26
H 0.35730 6.61700 -2.95353 0.26
C 2.67799 2.64862 -1.76220 -0.82
O 3.40474 2.26107 -2.91128 0.34
C 4.71613 2.64053 -2.94590 -0.58
C 5.44429 2.16875 -4.19416 -0.67
O 4.67934 2.47786 -5.42421 -0.01
C 5.37199 2.11815 -6.58999 -0.89
H 2.36661 3.68888 -1.66738 0.22
H 3.19042 2.43915 -0.82325 0.41
H 1.67155 2.23021 -1.75068 -0.03
H 5.15648 2.24546 -2.03042 0.36
H 4.90980 3.71114 -3.01217 0.24
H 5.40011 1.08275 -4.11195 0.17
H 6.50545 2.41142 -4.13818 0.43
H 5.72034 1.09008 -6.49090 0.30
H 6.29068 2.67070 -6.78695 0.33
H 4.79454 2.09387 -7.51414 0.19
C 1.52477 -7.87391 -6.53580 -1.02
O 1.11954 -6.55453 -6.10028 -0.08
C 0.08580 -6.61491 -5.08635 0.51
C -0.51929 -5.18618 -5.11978 -0.42
O -1.25007 -4.87197 -6.36980 -0.52
C -0.39162 -4.63119 -7.54089 -0.42
H 0.75928 -8.25053 -7.21424 0.34
H 1.67738 -8.55380 -5.69762 0.30
H 2.50005 -7.75022 -7.00658 0.25
H 0.44315 -6.67530 -4.05836 -0.48
H -0.74821 -7.28752 -5.28663 0.44
H 0.26852 -4.45073 -4.95681 0.24
H -1.13763 -5.00211 -4.24121 0.20
H 0.63874 -4.38919 -7.28030 0.15
H -0.88448 -3.79761 -8.04123 0.22
H -0.37974 -5.57684 -8.08282 0.23
C -3.22239 3.07256 7.55503 -0.82
O -3.82330 3.18717 6.29485 -0.28
C -3.55025 4.38404 5.47710 0.63
C -5.00742 4.96632 5.06808 -0.82
O -5.50262 4.27401 3.90820 0.05
C -6.88283 4.47760 3.67562 -0.86
H -2.15490 3.28713 7.50482 0.30
H -3.44445 2.09820 7.99024 0.26
H -3.73272 3.78189 8.20657 0.30
H -3.00964 4.08467 4.57919 -0.48
H -2.85544 5.09342 5.92666 0.26
H -4.92316 6.01006 4.76543 0.44
H -5.55102 5.03221 6.01055 0.33
H -7.49400 3.84699 4.32129 0.32
H -7.14247 4.36985 2.62249 0.12
H -7.06366 5.54440 3.80732 0.38
C -3.40663 1.05127 3.77462 -0.89
O -3.41903 0.23847 2.56324 0.75
C -4.48561 0.55226 1.71815 -0.72
C -4.16585 0.21198 0.25352 -0.52
O -3.92591 -1.19067 0.12393 -0.07
C -3.96798 -1.69848 -1.21304 -0.58
H -3.32350 2.10366 3.50314 -0.08
H -2.67020 0.79272 4.53549 0.00
H -4.32039 0.79437 4.31049 0.50
H -4.83075 1.58291 1.80019 0.20
H -5.31207 -0.12711 1.92674 0.27
H -3.33465 0.77582 -0.16991 0.10
H -5.03139 0.49884 -0.34369 0.72
H -3.59872 -2.72237 -1.27113 -0.21
H -3.26156 -1.13664 -1.82410 0.22
H -4.97143 -1.66069 -1.63703 0.41
C -7.45803 4.18354 -4.66370 -0.80
O -6.66922 4.09261 -3.42982 -0.34
C -5.55134 3.21398 -3.54870 -0.79
C -4.64249 3.38724 -2.36656 0.21
O -5.12320 2.83496 -1.17401 0.13
C -6.14132 3.58794 -0.47971 -1.01
H -8.24766 4.91287 -4.48298 0.25
H -8.02930 3.28272 -4.88789 0.30
H -6.84003 4.51015 -5.50007 0.31
H -5.01068 3.18119 -4.49459 0.60
H -6.00381 2.22866 -3.43690 0.29
H -4.33316 4.42591 -2.24988 0.22
H -3.63413 3.02414 -2.56522 -0.33
H -7.06973 3.37932 -1.01135 0.41
H -5.97083 4.66429 -0.50222 0.37
H -6.32150 3.16641 0.50920 0.10
C -4.17589 -5.97757 -2.39243 -0.98
O -3.46387 -6.45283 -1.29084 0.03
C -3.32510 -7.86061 -1.24532 -0.73
C -2.34940 -8.24705 -2.42301 -0.64
O -1.13414 -7.61735 -2.43975 0.33
C -0.01790 -8.36991 -2.07702 -0.59
H -4.84776 -5.18836 -2.05508 0.27
H -4.84039 -6.78421 -2.70208 0.45
H -3.66834 -5.64619 -3.29835 0.21
H -4.27659 -8.38750 -1.17348 0.37
H -3.02684 -8.05410 -0.21494 0.25
H -2.86651 -8.04581 -3.36120 0.32
H -2.18107 -9.32330 -2.46109 0.48
H 0.01168 -9.15241 -2.83525 0.60
H -0.11354 -8.80866 -1.08382 0.31
H 0.83340 -7.68919 -2.07950 -0.39
C 3.53453 -6.88660 -0.40377 -1.02
O 3.22074 -5.51993 -0.27230 0.13
C 2.64115 -4.90085 -1.34130 0.89
C 3.42240 -4.74091 -2.63715 -0.29
O 3.42776 -5.97441 -3.34195 -0.26
C 4.12027 -5.95016 -4.57264 -0.80
H 4.32260 -7.06748 -1.13475 0.36
H 2.66104 -7.52677 -0.52746 0.17
H 3.94539 -7.16962 0.56535 0.29
H 2.38660 -3.89240 -1.01522 -0.16
H 1.75290 -5.45764 -1.63979 -0.45
H 4.36682 -4.22470 -2.46473 0.46
H 2.91366 -4.06082 -3.32033 -0.15
H 5.15841 -5.63855 -4.45749 0.34
H 3.75509 -5.26828 -5.34062 0.27
H 4.15514 -6.94274 -5.02170 0.25
C -1.26743 0.55063 -3.72787 -0.68
O -1.06880 0.81675 -5.09797 0.71
C -2.09707 0.42813 -5.97995 -0.48
C -1.67634 0.67441 -7.43528 -0.98
O -0.30939 0.35016 -7.61302 0.26
C -0.04628 0.46109 -9.03577 -0.90
H -2.09979 1.10545 -3.29492 0.00
H -0.39109 0.66397 -3.08970 -0.28
H -1.64273 -0.46950 -3.64671 0.32
H -2.91319 1.12105 -5.77522 -0.01
H -2.50313 -0.54346 -5.69846 0.37
H -1.84333 1.71359 -7.71870 0.42
H -2.29026 0.12156 -8.14632 0.41
H -0.21983 -0.47686 -9.56325 0.26
H 1.02825 0.60695 -9.14633 0.12
H -0.63929 1.23704 -9.51986 0.35
```

Computed properties:
- Highest occupied orbital energy: -4.187 eV
- Frontier orbital gap: 0.22759 Eh
- Charge: -2
- LUMO level: 2.01 eV

***

# 2
A gas-phase ion, C4H5N2O2S2 (charge -1), computed with ωB97M-V/def2-TZVPD.

Geometry as XYZ:
```
15
Properties=species:S:1:pos:R:3:nbo_charge:R:1
C -0.31017 -1.00153 0.35723 -0.37
C -1.12687 -0.11126 -0.13556 0.15
C -2.67266 -0.07486 -0.19056 0.69
C 1.24008 -0.94349 0.14607 -0.63
N 1.22242 1.03184 -2.14926 -1.11
N 1.15708 1.06104 2.15577 -1.15
O -3.28730 0.33967 -1.17263 -0.68
O -3.04168 -0.55294 0.91269 -0.68
S 0.65790 1.70729 -0.80684 0.52
S 1.87516 0.66802 0.79614 0.85
H -0.71607 -1.77455 0.94175 0.25
H 1.75268 -1.81422 0.47619 0.22
H 1.47354 -0.97824 -0.90787 0.27
H 1.65220 1.70040 -2.62456 0.32
H 0.12370 0.74282 2.20145 0.37
```

Computed properties:
- Highest occupied orbital energy (alpha / beta): -4.122 / -4.119 eV
- Frontier orbital gap (alpha / beta): 0.24290 / 0.24261 Eh
- Charge: -1
- LUMO level (alpha / beta): 2.49 / 2.48 eV
- Relative energy (zero: lowest compared OMol25 entry of this formula, charge and spin): 308.1 kJ/mol

***

# 3
2 unconnected molecules or ions with the total composition C4H12OS, computed with ωB97M-V/def2-TZVPD.

Geometry as XYZ:
```
18
Properties=species:S:1:pos:R:3:nbo_charge:R:1
C 2.10850 -0.11386 1.43818 -0.62
C 1.16941 -0.00248 0.25662 -0.41
C 0.36771 -1.31302 0.12335 -0.40
C -0.75081 -1.09151 -0.92419 -0.53
S -2.03870 -2.35113 -0.85648 -0.05
H 1.60716 -0.48341 2.33818 0.20
H 2.96221 -0.78364 1.36966 0.21
H 2.56876 0.81089 1.80838 0.21
H 1.59526 0.23443 -0.72230 0.20
H 0.46712 0.82030 0.41075 0.20
H 0.02044 -1.56331 1.12296 0.21
H 0.88448 -2.20059 -0.26223 0.20
H -0.48628 -0.91330 -1.96061 0.22
H -1.16014 -0.13414 -0.58104 0.21
H -3.10102 -1.58126 -0.57086 0.12
O -1.69347 3.70858 -0.92191 -0.93
H -2.50664 3.76687 -0.38351 0.47
H -2.01399 3.19057 -1.68493 0.47
```

Computed properties:
- Highest occupied orbital energy: -8.974 eV
- Frontier orbital gap: 0.34961 Eh
- Structure (SMILES): CCCCS.O
- LUMO level: 0.54 eV
- Relative energy (zero: lowest compared OMol25 entry of this formula, charge and spin): 69.2 kJ/mol

***

| no. | largest force on an atom (eV Å⁻¹) |
| --- | --- |
| 1 | 11.721 |
| 2 | 5.317 |
| 3 | 2.207 |